1.
A 2-piece molecular cluster, C3H6BrFO overall. Source: the OMol25 dataset; level of theory: ωB97M-V/def2-TZVPD.

Structure (XYZ):
```
12
C3H6BrFO (ωB97M-V/def2-TZVPD)
C 0.5160 1.2338 0.0005
C 0.1118 -0.1896 0.3965
C -0.5550 -0.9591 -0.6432
O 1.4213 -0.7726 0.6796
F -1.0227 -2.1108 -0.3077
Br -3.2264 0.4003 -0.5392
H 1.1946 1.2857 -0.8223
H -0.1801 2.0044 -0.3690
H 1.2767 1.5764 0.7436
H -0.5326 -0.2402 1.2248
H -0.4163 -0.8634 -1.7845
H 1.4127 -1.3649 1.4210
```

## Properties
HOMO level (spin up / spin down): -9.51 / -9.20 eV
multiplicity: 1
net charge: 0



2.
A 2-piece molecular cluster, C3H6BrFO overall. Source: the OMol25 dataset; level of theory: ωB97M-V/def2-TZVPD.

Structure (XYZ):
```
12
C3H6BrFO (ωB97M-V/def2-TZVPD)
C 1.0411 -0.5286 0.1640
C -0.3379 0.1112 -0.2175
C -1.3485 -1.0913 -0.3485
O -0.8697 0.9461 0.7647
F -1.3033 -2.1006 -1.2059
Br 1.6527 3.3676 0.1860
H 1.0218 -0.3772 1.1953
H 1.0752 -1.4936 -0.0040
H 1.8080 0.1127 -0.3431
H -0.1911 0.5634 -1.1545
H -2.1699 -1.2460 0.4536
H -0.3785 1.7365 0.5099
```

## Properties
HOMO level (spin up / spin down): -10.60 / -7.57 eV
multiplicity: 1
net charge: 0



3.
A 2-piece molecular cluster, C3H6BrI overall. Source: the OMol25 dataset; level of theory: ωB97M-V/def2-TZVPD.

Structure (XYZ):
```
11
C3H6BrI (ωB97M-V/def2-TZVPD)
C 0.6009 -0.3641 -1.1244
C 0.5243 0.5360 -0.1613
C 1.4778 0.5690 0.9265
I -1.0763 1.8961 -0.1886
H -0.1158 -0.7025 -1.9003
H 1.3638 -1.0953 -0.9583
H 2.4058 -0.1277 0.9036
H 1.1176 -0.0196 1.8129
H 1.8484 1.6145 1.1384
Br -4.4580 -0.6917 0.1789
H -3.6886 -1.6146 -0.6273
```

## Properties
HOMO level: -9.03 eV
multiplicity: 1
net charge: 0
structure (SMILES): C=C(C)I.Br



4.
C3H6BrI as an isolated structure. Source: the OMol25 dataset; level of theory: ωB97M-V/def2-TZVPD.

Structure (XYZ):
```
11
C3H6BrI (ωB97M-V/def2-TZVPD)
C 0.0793 -0.0661 -1.3381
C -0.1231 -0.0813 1.2867
C -1.0755 -0.4956 0.1017
Br -1.3837 -2.3005 -0.0647
I -2.9552 0.6187 -0.0272
H 0.3476 -1.1251 -1.3698
H -0.4825 0.4427 -2.1469
H 0.7691 0.4957 -0.7826
H -0.5549 -0.1854 2.2382
H 0.2588 0.9822 1.1792
H 0.8421 -0.6941 1.3244
```

## Properties
HOMO level (spin up / spin down): -5.67 / -9.37 eV
multiplicity: 3
net charge: 0



5.
An isolated ion of composition C3H6BrN2O and charge +1. Source: the OMol25 dataset; level of theory: ωB97M-V/def2-TZVPD.

Structure (XYZ):
```
13
C3H6BrN2O (ωB97M-V/def2-TZVPD)
C 0.8199 -0.7830 -0.5275
N 0.0008 0.1146 0.2270
C -0.0525 0.2205 1.5169
O -0.8934 1.0542 1.9946
N -1.6778 1.3447 0.8739
C -1.0629 0.8663 -0.2705
Br -0.4014 2.5802 -1.7866
H 1.8247 -0.3354 -0.8366
H 0.9970 -1.7702 0.0981
H 0.5300 -1.2737 -1.5134
H 0.6464 -0.1264 2.2728
H -2.2875 2.1593 0.9087
H -1.8360 0.2851 -0.8658
```

## Properties
HOMO level (spin up / spin down): -13.90 / -13.90 eV
multiplicity: 1
net charge: +1
structure (SMILES): C[N+]1=CON[C@H]1Br



6.
One molecule with the formula C3H6BrNS. Source: the OMol25 dataset; level of theory: ωB97M-V/def2-TZVPD.

Structure (XYZ):
```
12
C3H6BrNS (ωB97M-V/def2-TZVPD)
C 0.2058 -0.9291 0.0565
C 0.9072 0.3718 -0.4819
C -1.2015 -1.0200 -0.1164
N 0.5329 1.5131 0.1970
S -0.8172 2.4849 0.0864
Br -2.2290 -0.9873 1.4953
H 0.6768 -1.7654 -0.5236
H 0.2364 -1.0580 1.1193
H 1.9745 0.4775 -0.3939
H 0.6858 0.4973 -1.5329
H -1.7606 -0.9108 -1.0673
H 0.7888 1.3260 1.1615
```

## Properties
HOMO level (spin up / spin down): -8.09 / -8.34 eV
multiplicity: 1
net charge: 0



7.
A 2-piece molecular cluster, C3H6Cl2NO3P overall. Source: the OMol25 dataset; level of theory: ωB97M-V/def2-TZVPD.

Structure (XYZ):
```
16
C3H6Cl2NO3P (ωB97M-V/def2-TZVPD)
C -0.5059 -1.8543 -0.1413
C -1.0767 -1.3072 1.1804
C 0.7923 1.6611 -1.1975
N -0.2743 1.9140 -1.7408
O -0.3258 1.4419 1.2111
O 2.0254 2.3232 1.2005
O 1.6376 -0.1169 0.5843
P 1.0970 1.3191 0.6768
Cl -2.8127 -1.5311 1.4345
Cl 2.2974 1.8329 -2.2479
H 0.3225 -1.1647 -0.2269
H -0.2588 -2.9083 -0.1017
H -1.2268 -1.7377 -0.8662
H -0.5096 -1.6363 2.0255
H -0.2903 1.9296 -2.8059
H -0.8912 -0.1652 1.0150
```

## Properties
HOMO level: -0.27 eV
multiplicity: 1
net charge: -2



8.
One molecule with the formula C3H6Cl2Si. Source: the OMol25 dataset; level of theory: ωB97M-V/def2-TZVPD.

Structure (XYZ):
```
12
C3H6Cl2Si (ωB97M-V/def2-TZVPD)
C 0.6887 -1.4491 -1.4301
Si -0.0443 -0.0825 -0.1879
C -2.2260 -0.1202 0.1184
Cl -2.8463 -1.2891 1.2713
C -3.0111 0.7292 -0.5478
Cl -4.7665 0.6406 -0.6546
H 1.6466 -1.6979 -0.9564
H 0.0213 -2.2870 -1.4635
H 0.6734 -0.8428 -2.3413
H 0.1458 -0.1327 1.2722
H -0.1165 1.2958 -0.4760
H -2.5064 1.4190 -1.2302
```

## Properties
HOMO level: -9.10 eV
multiplicity: 1
net charge: 0
structure (SMILES): C[SiH2]/C(Cl)=C/Cl



9.
A 3-piece molecular cluster, C3H6Cl6 overall. Source: the OMol25 dataset; level of theory: ωB97M-V/def2-TZVPD.

Structure (XYZ):
```
15
C3H6Cl6 (ωB97M-V/def2-TZVPD)
Cl -1.3415 5.3031 3.2137
C -1.5845 3.5795 2.7620
Cl -1.3393 3.3004 1.0450
H -0.8709 3.0237 3.3550
H -2.6061 3.3358 3.0208
Cl 0.9097 -2.7862 -1.5221
C 1.5449 -4.4331 -1.3143
Cl 3.1252 -4.4459 -0.5261
H 0.8676 -5.0169 -0.7037
H 1.6483 -4.8758 -2.2971
Cl -1.1942 0.1480 -2.5899
C -0.1318 0.6045 -1.2452
Cl 1.5095 1.0105 -1.8092
H -0.4675 1.5196 -0.7793
H -0.0695 -0.2673 -0.6096
```

## Properties
HOMO level: -10.87 eV
multiplicity: 1
net charge: 0
structure (SMILES): ClCCl.ClCCl.ClCCl



10.
C3H6ClINTl as an isolated structure. Source: the OMol25 dataset; level of theory: ωB97M-V/def2-TZVPD.

Structure (XYZ):
```
13
C3H6ClINTl (ωB97M-V/def2-TZVPD)
C 1.5919 -0.0575 -0.0431
C 0.2678 0.6573 0.3062
I -0.1771 2.3492 -0.8686
C -0.9765 -0.2315 0.2487
N -2.1502 0.6024 0.3593
Cl -3.2594 0.4371 -0.7088
H 1.6356 -0.2596 -1.1206
H 1.6538 -1.0022 0.5288
H 2.4444 0.5444 0.2361
H 0.3640 0.9864 1.3310
H -0.9873 -0.8473 -0.6611
H -0.9568 -0.8899 1.1220
Tl 0.5498 -2.2890 -0.7298
```

## Properties
HOMO level: -17.92 eV
multiplicity: 1
net charge: +2



11.
One molecule with the formula C3H6ClN. Source: the OMol25 dataset; level of theory: ωB97M-V/def2-TZVPD.

Structure (XYZ):
```
11
C3H6ClN (ωB97M-V/def2-TZVPD)
Cl 0.0430 -1.0387 -2.0900
C 0.7692 -0.3482 -0.5330
C -0.0696 -0.8077 0.6679
N -1.0482 0.3092 0.4254
C -0.0220 0.9832 -0.4007
H 1.8426 -0.4277 -0.4442
H 0.6878 -0.6044 1.6179
H -0.3663 -1.9171 0.7323
H -1.7193 0.6814 1.1925
H -0.4842 1.2196 -1.2735
H 0.3669 1.9503 0.1054
```

## Properties
HOMO level: -8.80 eV
multiplicity: 1
net charge: 0
structure (SMILES): ClC1CNC1



12.
An isolated ion of composition C3H6ClN2 and charge +1. Source: the OMol25 dataset; level of theory: ωB97M-V/def2-TZVPD.

Structure (XYZ):
```
12
C3H6ClN2 (ωB97M-V/def2-TZVPD)
C -0.6925 -1.0325 0.4924
C 0.3226 0.9298 -0.1241
C 1.5811 0.2783 -0.6417
N -0.2347 0.1122 0.9809
N -0.1404 -1.5738 -0.5033
Cl 2.8826 -0.1567 0.2678
H -1.5266 -1.3114 1.1117
H 0.4846 2.0773 0.1473
H -0.3946 0.9614 -0.8762
H 1.6186 -0.1864 -1.7046
H 0.0775 0.3706 1.8851
H -0.5929 -2.2612 -1.1236
```

## Properties
HOMO level (spin up / spin down): -14.68 / -14.68 eV
multiplicity: 1
net charge: +1



13.
C3H6ClN2O2 as an isolated structure. Source: the OMol25 dataset; level of theory: ωB97M-V/def2-TZVPD.

Structure (XYZ):
```
14
C3H6ClN2O2 (ωB97M-V/def2-TZVPD)
C -0.9101 0.8398 -0.8080
C -1.0466 0.2833 1.4410
C 0.5114 0.5258 -0.3249
N 0.3907 0.3610 1.0029
N 0.8437 -1.1860 -1.2204
O -1.2901 1.0930 -1.9223
O -1.7005 0.6114 0.2414
Cl 1.7336 0.3274 2.1296
H -1.2850 -0.7434 1.8344
H -1.4873 1.0317 2.1307
H 1.3771 0.9470 -0.6888
H 1.4857 -1.0015 -2.0224
H -0.0037 -1.5828 -1.3983
H 1.3811 -1.5067 -0.3949
```

## Properties
HOMO level: -14.97 eV
multiplicity: 1
net charge: +1



14.
A 2-piece molecular cluster, C3H6ClN2OP overall. Source: the OMol25 dataset; level of theory: ωB97M-V/def2-TZVPD.

Structure (XYZ):
```
14
C3H6ClN2OP (ωB97M-V/def2-TZVPD)
N -2.1106 -0.1504 0.6338
C -1.2452 -0.8683 0.3321
C -0.2988 -1.7611 -0.1442
C 1.0023 -1.0880 -0.2615
N 1.2146 -0.6018 -1.3857
Cl 2.6412 0.3985 -1.5206
H -0.1348 -2.6295 0.4879
H -0.4164 -2.1230 -1.2606
H 1.5850 -0.9904 0.5575
O 0.4179 1.0300 0.9767
P -0.3271 1.7179 -0.1283
H -0.6998 0.8467 -1.1269
H -1.5866 2.3014 0.2879
H 0.3104 2.7677 -0.7606
```

## Properties
HOMO level: -10.42 eV
multiplicity: 1
net charge: 0
structure (SMILES): N#CC/C=N/Cl.O=[PH3]



15.
One molecule with the formula C3H6ClN3O. Source: the OMol25 dataset; level of theory: ωB97M-V/def2-TZVPD.

Structure (XYZ):
```
14
C3H6ClN3O (ωB97M-V/def2-TZVPD)
H -0.3510 1.9412 -0.4667
N 0.6995 1.6334 -0.4762
C 0.7361 0.4212 0.0609
C 2.2328 0.2612 0.2911
Cl 2.6504 -1.4020 -0.2502
N -0.2410 -0.4160 0.4368
N -1.3202 -0.3457 -0.4389
C -2.6348 -0.5133 0.1952
O -3.7883 -1.0045 -0.2459
H 2.7681 0.3872 1.3627
H 2.6706 0.9718 -0.6075
H 0.2314 -1.3643 0.2480
H -1.1295 -0.6374 -1.3869
H -2.5241 0.0670 1.2776
```

## Properties
HOMO level: -10.35 eV
multiplicity: 1
net charge: 0
structure (SMILES): [H]/N=C(/CCl)NNC=O



16.
One molecule with the formula C3H6ClN3S. Source: the OMol25 dataset; level of theory: ωB97M-V/def2-TZVPD.

Structure (XYZ):
```
14
C3H6ClN3S (ωB97M-V/def2-TZVPD)
N 1.1215 -1.9159 -0.2902
N 0.4963 -1.0750 0.5554
C -0.1231 -0.0271 0.0073
C -0.0912 -0.0343 -1.4495
Cl -1.6344 0.6018 -2.2297
N -0.7738 1.0276 0.6561
C -0.7246 1.1066 2.0763
S -1.2910 2.4390 2.7049
H 2.1681 -2.2941 0.2279
H 1.4206 -1.2422 -1.1306
H 0.7481 0.5886 -1.7728
H 0.1760 -0.9868 -1.9701
H -1.4658 1.5442 0.1770
H -0.0267 0.2677 2.4382
```

## Properties
HOMO level: -8.48 eV
multiplicity: 1
net charge: 0
structure (SMILES): N/N=C(\CCl)NC=S



17.
One molecule with the formula C3H6ClNO. Source: the OMol25 dataset; level of theory: ωB97M-V/def2-TZVPD.

Structure (XYZ):
```
12
C3H6ClNO (ωB97M-V/def2-TZVPD)
N 1.3808 1.4595 -0.1595
C 1.1137 0.0994 -0.1129
O 1.5280 -0.7376 -0.9984
C -0.1975 -0.4090 0.7552
C -1.2780 -0.8887 -0.2302
Cl -2.6032 0.5908 -0.4769
H 1.1054 2.4299 0.4105
H 2.0248 1.5438 -0.9765
H -0.5544 0.3056 1.5265
H 0.2462 -1.2532 1.2360
H -1.9626 -1.8567 0.2449
H -0.8032 -1.2838 -1.2187
```

## Properties
HOMO level: -10.13 eV
multiplicity: 1
net charge: 0
structure (SMILES): NC(=O)CCCl



18.
A 2-piece molecular cluster, C3H6ClNO2 overall. Source: the OMol25 dataset; level of theory: ωB97M-V/def2-TZVPD.

Structure (XYZ):
```
13
C3H6ClNO2 (ωB97M-V/def2-TZVPD)
O 0.2351 2.4628 -0.3732
C 0.4385 1.3247 -0.1769
C 1.5462 0.3417 -0.6424
N 1.2654 -0.8452 0.1489
C -0.1091 -0.8764 0.4377
O -0.4990 0.5562 0.4845
H 2.6289 0.5246 -0.3918
H 1.4114 -0.0331 -1.6235
H 1.8071 -0.8801 1.0090
H -0.6932 -1.2916 -0.3156
H -0.3183 -1.3586 1.3874
Cl -3.2724 0.3841 0.1174
H -4.4408 -0.3092 -0.0616
```

## Properties
HOMO level: -9.62 eV
multiplicity: 1
net charge: 0
structure (SMILES): O=C1CNCO1.Cl



19.
One molecule with the formula C3H6ClNOS. Source: the OMol25 dataset; level of theory: ωB97M-V/def2-TZVPD.

Structure (XYZ):
```
13
C3H6ClNOS (ωB97M-V/def2-TZVPD)
N 1.5340 1.2429 0.2004
C 0.2903 1.0386 0.7676
S -0.6870 2.2898 1.2526
O -0.0814 -0.2648 0.9182
C 0.7746 -1.3056 0.3740
C 0.6451 -1.4513 -1.0918
Cl -1.0346 -1.7242 -1.6221
H 2.1398 0.4732 -0.0908
H 1.6916 2.2466 0.0378
H 0.3101 -2.1974 0.7789
H 1.7923 -1.3028 0.8271
H 1.2719 -2.2682 -1.4752
H 1.0259 -0.5503 -1.5902
```

## Properties
HOMO level: -8.59 eV
multiplicity: 1
net charge: 0
structure (SMILES): NC(=S)OCCCl



20.
One molecule with the formula C3H6ClNS2. Source: the OMol25 dataset; level of theory: ωB97M-V/def2-TZVPD.

Structure (XYZ):
```
13
C3H6ClNS2 (ωB97M-V/def2-TZVPD)
C 1.2301 1.8465 0.1138
S 0.0726 1.0054 -1.0445
C -0.4658 -0.4449 -0.1176
C -1.8977 -0.5908 0.3832
Cl -3.2249 -0.4740 -0.7592
N 0.2207 -1.5135 0.0132
S 1.7883 -1.5759 -0.6912
H 1.9741 2.3567 -0.5442
H 0.7204 2.5995 0.7169
H 1.7272 1.1301 0.7712
H -2.0411 0.1331 1.2000
H -1.9091 -1.6038 0.8138
H 1.8053 -2.8683 -0.8554
```

## Properties
HOMO level: -9.22 eV
multiplicity: 1
net charge: 0
structure (SMILES): CS/C(CCl)=N\S



ΔE to the lowest compared entry with this formula, charge and spin? In order: 2.3534; 3.8072; 1.5493; 1.1654; 1.7601; 2.3874; 3.2180; 4.5569; 0.1823; 0.8714; 1.4984; 3.1307; 1.9060; 2.4201; 2.9816; 3.5102; 2.0658; 0.9308; 0.3151; 1.1877 eV.